No. 1
Computed, not measured: a cluster of 2 separate species, C2H4FO2S in total, with wB97M-V/def2-TZVPD.

Each line ends with the natural charge from an NBO analysis.
Atoms and positions in Å:
1 C 1.21554 -0.28433 -0.29643  -0.711
2 C 0.56368 0.99314 0.17568  0.082
3 O -2.58378 -0.54501 -1.02813  -0.980
4 O -2.54285 -1.28862 1.37998  -0.971
5 F 1.20523 1.61286 1.36626  -0.445
6 S -2.42572 -0.17437 0.42501  1.319
7 H 2.28223 -0.14859 -0.65239  0.172
8 H 1.03017 -1.16825 0.39402  0.209
9 H 0.62851 -0.57495 -1.12599  0.227
10 H 0.62698 1.57812 -0.63801  0.098

Forces on atoms 1 to 3 (eV/Å):
0.3 -0.6 2.0
0.6 -2.7 3.5
0.2 0.2 1.5

Calculated values
Total charge   -1
Highest occupied orbital energy (alpha / beta)   -1.90 / -4.00 eV
Relative energy (zero: lowest compared OMol25 entry of this formula, charge and spin)   4.9 kcal per mole
E_tot   -19784.955 eV


No. 2
Computed, not measured: a structure of composition C2H4FP, with wB97M-V/def2-TZVPD.

Each line ends with the natural charge from an NBO analysis.
Atoms and positions in Å:
1 C -0.39819 -0.70562 -0.13182  -0.597
2 C 0.46875 0.19775 0.67254  -0.117
3 F 1.97048 0.23310 -0.10137  -0.449
4 P -0.82655 1.18879 0.00210  0.442
5 H -0.13102 -0.72542 -1.15221  0.247
6 H -1.16725 -1.40909 0.22490  0.241
7 H 0.53827 -0.00060 1.81665  0.249
8 H -0.45449 1.22109 -1.33080  -0.015

Forces on atoms 1 to 3 (eV/Å):
-1.1 1.1 1.3
3.6 -2.3 -0.6
-3.5 0.1 2.3

Calculated values
Total charge   0
Highest occupied orbital energy   -10.24 eV
Relative energy (zero: lowest compared OMol25 entry of this formula, charge and spin)   50.9 kcal per mole
E_tot   -14142.161 eV


No. 3
Computed, not measured: a structure of composition C2H4FPS, with wB97M-V/def2-TZVPD.

Each line ends with the natural charge from an NBO analysis.
Atoms and positions in Å:
1 C -0.43635 1.03459 0.28238  -0.110
2 C 0.02200 -0.27424 -0.14342  -0.765
3 F -1.84067 3.75956 -1.52265  -0.532
4 P -2.71050 1.60193 0.37137  0.225
5 S -2.62983 3.53592 0.01451  0.304
6 H 0.09518 1.89944 -0.10058  0.156
7 H 1.03707 -0.40697 0.25310  0.251
8 H 0.11744 -0.33265 -1.23353  0.247
9 H -0.60860 -1.08357 0.21511  0.224

Forces on atoms 1 to 3 (eV/Å):
-3.5 1.4 0.0
0.1 -0.4 0.0
-0.5 -0.1 1.2

Calculated values
Total charge   0
Highest occupied orbital energy (alpha / beta)   -8.72 / -8.51 eV
Relative energy (zero: lowest compared OMol25 entry of this formula, charge and spin)   64.9 kcal per mole
E_tot   -24976.145 eV


No. 4
Computed, not measured: a cluster of 2 separate species, C2H4FPSi in total, with wB97M-V/def2-TZVPD.

Each line ends with the natural charge from an NBO analysis.
Atoms and positions in Å:
1 C 1.68315 1.14787 1.09204  -0.496
2 C 0.51787 1.06224 0.46088  -0.392
3 F 1.75719 -1.02665 -0.58427  -0.616
4 Si -1.84808 -0.70570 -0.59269  0.811
5 P 1.79679 0.68396 -0.75378  0.943
6 H 2.19524 1.21866 2.00951  0.235
7 H -2.82716 0.04519 0.20619  -0.150
8 H -1.74627 -1.95005 0.05699  -0.167
9 H -1.52873 -0.47553 -1.89487  -0.169

Forces on atoms 1 to 3 (eV/Å):
-2.1 -0.3 -3.0
0.6 -0.8 0.0
0.0 1.4 -0.5

Calculated values
Total charge   0
Highest occupied orbital energy (alpha / beta)   -8.32 / -7.39 eV
Relative energy (zero: lowest compared OMol25 entry of this formula, charge and spin)   88.7 kcal per mole
E_tot   -22016.976 eV


No. 5
Computed, not measured: a structure of composition C2H4Hg, with wB97M-V/def2-TZVPD.

Each line ends with the Löwdin spin population.
Atoms and positions in Å:
1 C -0.46279 -0.36925 -0.14272  0.037
2 C -0.13553 0.94633 -0.10411  0.018
3 H 1.27184 -2.14973 1.77004  0.940
4 H -1.16572 -0.86702 0.55012  0.004
5 H -0.65782 1.44445 0.74124  0.001
6 Hg 1.27264 2.02343 -1.85593  -0.001
7 H -0.12261 -1.02821 -0.95864  0.000

Forces on atoms 1 to 3 (eV/Å):
-0.1 0.5 -0.3
-0.4 -0.7 0.2
0.0 0.0 0.0

Calculated values
⟨S²⟩   0.751
Total charge   -1
Spin multiplicity   2
Highest occupied orbital energy (alpha / beta)   -1.72 / -1.71 eV
Relative energy (zero: lowest compared OMol25 entry of this formula, charge and spin)   8.2 kcal per mole
E_tot   -6309.301 eV


No. 6
Computed, not measured: a cluster of 2 separate species, C2H4I2O2 in total, with wB97M-V/def2-TZVPD.

Each line ends with the natural charge from an NBO analysis.
Atoms and positions in Å:
1 O -0.43942 -2.02234 -1.04387  -0.471
2 C -0.34280 -2.18237 0.09951  0.329
3 I 1.04746 -3.45882 1.14308  0.000
4 H -0.76359 -1.52244 0.78509  0.142
5 O 0.07994 1.20087 0.91443  -0.733
6 C -0.14021 1.37156 -0.45137  -0.102
7 I 1.81143 1.96509 -1.57146  -0.065
8 H 0.14996 2.02671 1.53154  0.497
9 H -0.51158 0.38517 -0.77482  0.206
10 H -0.89121 2.23657 -0.63213  0.195

Forces on atoms 1 to 3 (eV/Å):
-0.1 -0.5 -2.3
1.5 -0.3 0.8
-0.2 -0.2 -0.2

Calculated values
Total charge   0
SMILES   O=CI.OCI
Highest occupied orbital energy   -9.48 eV
Relative energy (zero: lowest compared OMol25 entry of this formula, charge and spin)   12.9 kcal per mole
E_tot   -22433.535 eV


No. 7
Computed, not measured: the molecule C2H4IN, with wB97M-V/def2-TZVPD.

Each line ends with the natural charge from an NBO analysis.
Atoms and positions in Å:
1 C 0.05068 -0.25081 -0.25372  -0.482
2 N -0.37288 0.35060 -1.44830  -0.284
3 C -0.83466 1.83824 -0.87248  -0.256
4 I -1.00473 3.34023 -2.16107  0.255
5 H 1.07536 0.15007 -0.14154  0.217
6 H -0.03056 -1.35557 -0.27221  0.204
7 H -0.57551 0.06572 0.62201  0.177
8 H -1.11176 1.96841 0.11039  0.167

Forces on atoms 1 to 3 (eV/Å):
-0.1 -0.9 1.8
-2.7 7.5 1.7
2.1 -6.6 -5.0

Calculated values
Total charge   0
SMILES   C/N=C/I
Highest occupied orbital energy (alpha / beta)   -9.37 / -8.54 eV
Relative energy (zero: lowest compared OMol25 entry of this formula, charge and spin)   81.9 kcal per mole
E_tot   -11725.459 eV


No. 8
Computed, not measured: a cluster of 2 separate species, C2H4IN in total, with wB97M-V/def2-TZVPD.

Each line ends with the natural charge from an NBO analysis.
Atoms and positions in Å:
1 C 0.22580 -0.62033 -2.06357  0.280
2 C -0.79889 0.56453 1.43603  -0.729
3 N 0.99132 -1.21506 -2.67161  -0.704
4 I 0.95552 1.02466 2.55842  0.021
5 H -1.52645 0.29468 2.27375  0.242
6 H -0.37426 -0.05652 0.72114  0.232
7 H -1.07438 1.61651 1.01278  0.232
8 H 1.60135 -1.60847 -3.26694  0.426

Forces on atoms 1 to 3 (eV/Å):
-1.4 1.0 1.3
-1.3 3.9 2.2
-0.9 0.5 0.9

Calculated values
Total charge   0
Highest occupied orbital energy   -9.12 eV
Relative energy (zero: lowest compared OMol25 entry of this formula, charge and spin)   33.4 kcal per mole
E_tot   -11727.560 eV


No. 9
Computed, not measured: a cluster of 2 separate species, C2H4IN3 in total, with wB97M-V/def2-TZVPD.

Each line ends with the natural charge from an NBO analysis.
Atoms and positions in Å:
1 C 0.98579 -0.62954 -0.73209  0.109
2 C -1.11920 0.40915 -0.44130  -0.078
3 N 0.63854 -1.75329 -1.16369  -0.661
4 N -0.92792 1.18480 1.78758  -0.433
5 N -1.21779 0.90175 0.65505  0.007
6 I 2.36385 -0.20283 1.09458  -0.123
7 H 0.85004 0.39470 -1.12674  0.224
8 H -1.90666 0.21126 -1.08188  0.215
9 H 0.98429 -2.65564 -0.87250  0.394
10 H -0.65093 2.13964 1.88100  0.348

Forces on atoms 1 to 3 (eV/Å):
1.2 -1.4 -0.1
-0.8 1.1 2.1
0.5 2.2 -0.2

Calculated values
Total charge   0
Highest occupied orbital energy   -8.73 eV
Relative energy (zero: lowest compared OMol25 entry of this formula, charge and spin)   58.7 kcal per mole
E_tot   -14704.937 eV


No. 10
Computed, not measured: a structure of composition C2H4INO, with wB97M-V/def2-TZVPD.

Each line ends with the natural charge from an NBO analysis.
Atoms and positions in Å:
1 C 0.74529 -0.82375 0.59333  0.084
2 C -0.36952 0.47672 -0.50728  0.001
3 N 0.41009 -0.85404 1.77268  -0.659
4 O 0.44191 1.13835 -1.36247  -0.670
5 I 2.29239 -1.70431 -0.55461  0.030
6 H -0.68189 1.23837 0.22938  0.214
7 H -0.82938 -0.32443 -0.94368  0.174
8 H 0.97175 -1.43625 2.39175  0.354
9 H 0.83654 0.36823 -1.77797  0.472

Forces on atoms 1 to 3 (eV/Å):
-2.5 3.4 -1.8
3.6 0.6 3.5
0.5 -0.6 0.8

Calculated values
Total charge   0
Highest occupied orbital energy   -8.61 eV
Relative energy (zero: lowest compared OMol25 entry of this formula, charge and spin)   48.2 kcal per mole
E_tot   -13774.332 eV


No. 11
Computed, not measured: the molecule C2H4INO, with wB97M-V/def2-TZVPD.

Each line ends with the natural charge from an NBO analysis.
Atoms and positions in Å:
1 H 0.35527 1.05134 2.28316  0.402
2 N 0.25397 0.38611 1.43263  -0.735
3 C -0.66273 0.44956 0.61337  0.487
4 I -2.33308 1.83315 0.71113  0.040
5 O -0.64249 -0.13173 -0.62273  -0.533
6 C 0.56467 -0.78387 -1.03971  -0.267
7 H 0.30168 -1.15427 -2.08703  0.210
8 H 0.85181 -1.65650 -0.32758  0.199
9 H 1.31091 0.00621 -0.96324  0.198

Forces on atoms 1 to 3 (eV/Å):
-1.0 -1.7 -2.1
1.5 1.0 2.2
-0.2 0.9 -1.6

Calculated values
Total charge   0
SMILES   [H]/N=C(\I)OC
Highest occupied orbital energy   -9.66 eV
Relative energy (zero: lowest compared OMol25 entry of this formula, charge and spin)   11.1 kcal per mole
E_tot   -13775.941 eV


No. 12
Computed, not measured: a cluster of 2 separate species, C2H4INO2 in total, with wB97M-V/def2-TZVPD.

Each line ends with the natural charge from an NBO analysis.
Atoms and positions in Å:
1 C -0.71968 -1.03774 1.92127  -0.350
2 C -0.29844 -0.05799 1.22399  -0.108
3 N -0.00011 -0.09673 -0.26309  0.521
4 O 0.75010 0.75937 -0.62744  -0.361
5 O -0.64314 -0.87937 -0.93290  -0.374
6 H -0.74096 -2.05805 1.57564  0.238
7 H -0.91328 -0.62703 2.88645  0.226
8 H -0.15408 0.87789 1.65504  0.212
9 I 1.98933 1.86297 -4.11220  -0.116
10 H 0.73027 1.25668 -3.32677  0.113

Forces on atoms 1 to 3 (eV/Å):
-0.2 -1.4 0.8
0.7 0.7 -3.1
-1.6 -0.4 2.2

Calculated values
Total charge   0
SMILES   C=C[N+](=O)[O-].I
Highest occupied orbital energy   -9.70 eV
Relative energy (zero: lowest compared OMol25 entry of this formula, charge and spin)   90.5 kcal per mole
E_tot   -15820.365 eV